# 1
14
Properties=species:S:1:pos:R:3:lowdin_charge:R:1 method="wB97M-V/def2-TZVPD" total_energy_ha=-307.6389 charge=0 lumo_ha=0.026 relative_energy_kcal_mol=46.15 smiles="CCC=O.C=O"
C -1.12 1.98 0.65 -0.0968
C 0.21 0.16 -0.43 -0.2813
C -1.10 0.50 0.23 -0.2147
O 1.25 0.08 0.19 0.0253
C 1.77 -2.47 -0.51 -0.1804
O 2.31 -2.54 -1.58 -0.0035
H -2.14 2.30 0.86 0.0722
H -0.51 2.13 1.54 0.0784
H -0.72 2.63 -0.14 0.0776
H 0.19 0.01 -1.53 0.1337
H -1.20 -0.14 1.12 0.1174
H 0.67 -2.59 -0.40 0.0813
H -1.93 0.27 -0.44 0.1045
H 2.32 -2.30 0.44 0.0863

***

# 2
14
Properties=species:S:1:pos:R:3:lowdin_charge:R:1 method="wB97M-V/def2-TZVPD" total_energy_ha=-307.5470 charge=0 lumo_ha=0.027 relative_energy_kcal_mol=103.84
C -1.77 -0.54 -0.34 -0.1044
C -0.30 -0.70 -0.01 -0.2722
C 0.33 0.20 0.85 -0.3339
O 1.40 -0.27 1.59 -0.0256
C 1.39 1.30 -0.53 -0.1038
O 2.48 1.65 -0.35 0.0911
H -2.03 -1.14 -1.22 0.0729
H -1.99 0.51 -0.58 0.0800
H -2.42 -0.85 0.48 0.0770
H 0.28 -0.33 -1.31 0.0776
H 0.10 -1.72 0.01 0.1266
H -0.23 1.03 1.29 0.1329
H 2.00 0.47 1.76 0.0903
H 0.77 0.39 -1.64 0.0916

***

# 3
14
Properties=species:S:1:pos:R:3:lowdin_charge:R:1 method="wB97M-V/def2-TZVPD" total_energy_ha=-307.6402 charge=0 lumo_ha=0.037 relative_energy_kcal_mol=45.30 smiles=C1COCCO1
C 1.30 0.52 0.21 -0.1773
C 0.55 0.54 -1.15 -0.1689
O -0.51 -0.39 -1.32 -0.1276
C -1.16 -0.90 -0.17 -0.1813
C -0.70 -0.25 1.12 -0.2010
O 0.71 -0.29 1.21 -0.1283
H 2.31 0.12 0.10 0.1194
H 1.40 1.55 0.58 0.1197
H 0.19 1.57 -1.33 0.1157
H 1.28 0.33 -1.95 0.1198
H -0.99 -1.99 -0.12 0.1251
H -2.25 -0.76 -0.29 0.1230
H -1.08 -0.80 1.98 0.1308
H -1.07 0.78 1.17 0.1310

***

# 4
14
Properties=species:S:1:pos:R:3:lowdin_charge:R:1 method="wB97M-V/def2-TZVPD" total_energy_ha=-307.6405 charge=0 lumo_ha=0.032 relative_energy_kcal_mol=45.17 smiles="CC=O.CC=O"
O -0.99 1.27 -1.01 0.0514
C -1.18 0.58 -0.04 -0.3789
C -2.05 -0.62 0.04 -0.0444
H -0.81 0.87 0.95 0.1135
H -1.33 -1.44 0.18 0.0787
H -2.67 -0.55 0.93 0.0812
H -2.68 -0.83 -0.84 0.0924
O 0.90 -0.68 -1.44 0.0394
C 1.42 -0.68 -0.35 -0.3072
C 1.86 0.66 0.24 -0.0590
H 1.75 -1.63 0.11 0.1177
H 1.68 0.66 1.33 0.0752
H 2.89 0.96 0.08 0.0790
H 1.21 1.42 -0.17 0.0612

***

# 5
14
Properties=species:S:1:pos:R:3:lowdin_charge:R:1 method="wB97M-V/def2-TZVPD" spin_multiplicity=2 total_energy_ha=-307.3051 charge=+1 lumo_ha="-0.189 / -0.297" relative_energy_kcal_mol=23.72
C -0.23 1.08 1.18 0.2633
C -0.30 -0.10 0.43 -0.2955
O -0.09 -0.20 -0.91 0.1098
C -0.63 -1.28 1.19 -0.0242
C -1.18 -2.34 0.52 0.1973
H -0.10 2.07 0.78 0.1038
H -0.01 0.86 2.23 0.1099
H 0.79 0.24 -0.89 0.1150
H -0.18 -1.37 2.16 0.1303
H -1.47 -2.43 -0.51 0.1003
H -1.67 -3.13 1.09 0.1049
H 1.64 2.53 -2.43 0.0682
H 1.92 2.62 -0.97 0.0520
O 1.72 1.97 -1.65 -0.0351

***

# 6
15
Properties=species:S:1:pos:R:3:lowdin_charge:R:1 method="wB97M-V/def2-TZVPD" total_energy_ha=-705.7231 charge=0 lumo_ha=0.028 relative_energy_kcal_mol=108.27
C 0.07 -1.69 -0.64 -0.4072
C 0.70 2.41 -1.54 -0.2994
C -0.55 2.25 -1.73 0.0173
C 0.74 -1.09 2.13 -0.1722
O 1.84 2.56 -1.40 0.1650
O -1.41 0.08 0.84 -0.4350
S 0.22 -0.44 0.41 0.8985
H 0.00 -1.37 -1.69 -0.0100
H 0.02 -2.75 -0.27 0.0260
H -1.12 2.79 -2.38 0.0415
H -2.05 -0.59 0.39 0.0813
H -0.92 1.31 -1.46 0.0185
H 0.03 -1.68 2.55 0.0109
H 1.71 -1.58 2.13 0.0676
H 0.72 -0.22 2.66 -0.0029